Record 1
ORCA calculation (wB97M-V/def2-TZVPD) on a molecular structure, C34H47Cl3O3P4Ru.

XYZ file:
```
92
Properties=species:S:1:pos:R:3:lowdin_spin:R:1
P 0.47 -3.70 -1.83 0.417
C -0.50 -3.09 -3.17 0.063
C 0.31 -3.43 -4.30 0.076
H 1.38 -3.58 -4.13 0.003
C -0.28 -3.83 -5.48 -0.006
H 0.34 -4.33 -6.22 -0.002
C -1.66 -3.66 -5.60 0.067
H -2.14 -4.02 -6.51 0.003
C -2.44 -3.10 -4.57 0.018
H -3.51 -2.98 -4.77 0.000
C -1.88 -2.77 -3.32 0.031
H -2.41 -2.26 -2.51 0.001
C 1.93 -2.71 -1.56 0.063
C 2.35 -1.58 -2.32 0.040
H 1.67 -1.06 -2.99 0.001
C 3.67 -1.12 -2.14 -0.002
H 4.09 -0.38 -2.82 0.000
C 4.52 -1.67 -1.18 0.042
H 5.60 -1.46 -1.21 0.002
C 4.02 -2.62 -0.29 -0.004
H 4.69 -3.14 0.39 -0.001
C 2.70 -3.04 -0.40 0.043
H 2.29 -3.72 0.34 0.001
C -0.47 -4.11 -0.34 0.049
C -0.56 -5.49 -0.62 0.054
H -0.23 -5.81 -1.62 0.019
C -0.92 -6.40 0.35 0.005
H -0.84 -7.45 0.08 0.000
C -1.30 -5.91 1.61 0.012
H -1.58 -6.64 2.37 0.001
C -1.29 -4.54 1.87 0.010
H -1.62 -4.22 2.87 0.001
C -0.84 -3.59 0.92 0.017
H -0.85 -2.50 1.09 0.009
Ru -1.41 2.28 0.15 1.672
C 0.28 2.24 1.42 0.014
C 1.25 1.27 1.63 0.042
H 0.52 3.16 2.01 0.007
C 1.16 -0.07 0.94 0.115
O 1.17 -1.12 2.06 0.025
H 1.13 -2.02 1.66 0.002
C -0.11 0.01 0.27 0.716
H 2.09 -0.35 0.38 0.008
C -1.39 0.47 0.22 0.104
Cl -3.01 1.80 -1.66 0.070
P -2.76 1.17 1.81 -0.033
P -0.06 2.78 -1.69 0.006
C -4.43 1.73 1.53 -0.009
H -4.61 1.75 0.44 0.000
H -4.53 2.74 1.94 0.000
H -5.13 1.04 2.02 -0.002
C -2.91 -0.62 2.12 0.003
H -2.05 -0.99 2.69 0.000
H -2.95 -1.16 1.17 0.000
H -3.82 -0.81 2.69 0.001
C -2.16 1.85 3.36 -0.008
H -2.07 2.94 3.26 0.000
H -1.18 1.42 3.59 0.000
H -2.88 1.60 4.15 -0.002
C -0.83 4.25 -2.43 0.005
H -0.56 5.13 -1.83 0.000
H -1.91 4.12 -2.39 0.000
H -0.51 4.39 -3.47 0.001
C 1.61 3.39 -1.23 -0.004
H 2.20 2.55 -0.85 0.000
H 1.49 4.11 -0.43 0.000
H 2.13 3.85 -2.08 -0.001
C 0.24 1.65 -3.09 0.006
H -0.65 1.03 -3.22 0.001
H 1.10 1.01 -2.90 0.001
H 0.41 2.22 -4.02 0.000
P 2.66 1.54 2.76 0.011
C 2.80 3.26 3.20 0.007
C 4.15 1.00 1.92 0.000
H 1.85 3.66 3.56 0.001
H 3.12 3.85 2.34 0.000
H 3.54 3.36 3.99 0.001
H 4.05 -0.02 1.55 0.000
H 4.98 1.03 2.63 0.000
H 4.37 1.65 1.08 0.000
C 2.44 0.52 4.22 0.000
H 1.63 0.93 4.84 0.000
H 3.37 0.51 4.79 0.000
H 2.17 -0.48 3.90 0.000
H -1.78 -0.14 -0.60 0.041
Cl -3.55 5.40 2.87 0.002
C -2.85 6.05 1.34 0.004
Cl -1.17 6.67 1.52 0.003
C -2.72 4.80 0.47 0.019
O -3.41 4.57 -0.52 0.011
O -1.76 4.08 0.99 0.123
H -3.51 6.83 0.94 0.001
```

Properties
LUMO (alpha / beta)   -5.03 / -7.90 eV
ΔE to the lowest compared entry with this formula, charge and spin   191.2 kJ/mol
Frontier orbital gap (alpha / beta)   7.01 / 4.56 eV
HOMO (alpha / beta)   -12.033 / -12.461 eV
Spin multiplicity   5
Net charge   +2

***

Record 2
ORCA calculation (wB97M-V/def2-TZVPD) on a molecular structure, C34H48AsFeN5OS.

XYZ file:
```
91
Properties=species:S:1:pos:R:3:lowdin_spin:R:1
Fe 0.75 1.75 0.10 3.635
C 0.09 0.65 5.22 0.000
N 0.57 1.90 4.64 0.000
C 0.44 3.11 5.44 0.000
C 0.66 2.02 3.33 0.007
N 0.75 2.14 2.19 0.028
H 0.77 0.33 6.02 0.000
H 0.05 -0.13 4.46 0.000
H -0.91 0.78 5.65 0.000
H 1.07 3.03 6.33 0.000
H -0.59 3.26 5.76 0.000
H 0.76 3.97 4.86 0.000
C -6.44 -0.37 -3.22 0.000
C -4.98 -0.23 -2.86 0.000
C -3.99 -0.39 -3.81 0.000
C -2.64 -0.33 -3.48 0.001
C -1.61 -0.50 -4.56 0.000
C -2.26 -0.13 -2.14 0.006
As -0.30 -0.09 -1.84 0.014
N 0.17 -0.19 -0.05 0.059
C 0.00 -1.22 0.82 0.008
C -0.91 -2.28 0.64 0.008
C -1.04 -3.30 1.56 0.000
C -0.28 -3.32 2.72 0.008
C 0.64 -2.30 2.92 0.000
C 0.78 -1.27 2.00 0.008
C 0.38 -1.94 -2.31 0.007
C 1.79 -1.96 -2.41 0.000
C 2.66 -0.74 -2.23 -0.001
C 2.47 -3.15 -2.66 0.000
C 1.79 -4.35 -2.84 0.000
C 2.52 -5.64 -3.11 0.000
C 0.41 -4.32 -2.78 0.001
C -0.30 -3.15 -2.52 0.001
C -1.80 -3.33 -2.51 0.000
C -3.25 0.18 -1.19 0.001
C -2.94 0.65 0.20 -0.001
C -4.59 0.09 -1.56 0.000
H -6.55 -0.62 -4.27 0.000
H -6.99 0.55 -3.02 0.000
H -6.90 -1.17 -2.62 0.000
H -4.27 -0.57 -4.84 0.000
H -2.08 -0.62 -5.53 0.000
H -0.98 -1.37 -4.37 0.000
H -0.95 0.37 -4.59 0.000
H -1.53 -2.28 -0.25 0.000
H -1.76 -4.09 1.37 0.000
H -0.39 -4.12 3.44 0.001
H 1.26 -2.31 3.81 0.000
H 1.51 -0.49 2.17 0.001
H 2.28 0.12 -2.78 0.000
H 3.68 -0.94 -2.56 0.000
H 2.70 -0.45 -1.18 0.000
H 3.55 -3.15 -2.72 0.000
H 3.60 -5.49 -3.09 0.000
H 2.24 -6.04 -4.09 0.000
H 2.26 -6.39 -2.37 0.000
H -0.15 -5.24 -2.92 0.000
H -2.06 -4.20 -1.90 0.000
H -2.16 -3.53 -3.52 0.000
H -2.34 -2.48 -2.14 0.000
H -2.06 1.30 0.20 -0.001
H -2.75 -0.18 0.88 0.000
H -3.79 1.22 0.60 0.000
H -5.36 0.30 -0.82 0.000
S 3.19 2.51 -0.25 0.026
C 3.69 2.02 1.29 0.009
N 4.17 2.91 2.17 0.004
C 4.43 2.59 3.56 0.000
C 4.96 1.17 3.64 0.000
C 3.93 0.25 3.00 0.001
N 3.63 0.73 1.66 0.008
H 4.13 3.87 1.87 0.000
H 3.50 2.67 4.15 0.000
H 5.14 3.31 3.96 0.000
H 5.14 0.88 4.67 0.000
H 5.90 1.11 3.09 0.000
H 3.02 0.22 3.61 0.000
H 4.31 -0.77 2.92 0.000
H 3.17 0.12 1.01 0.001
C -2.44 4.25 -0.78 0.003
C -1.01 3.98 -1.26 0.017
C -0.07 5.10 -0.80 0.003
O -0.59 2.74 -0.80 0.131
H -2.81 5.20 -1.19 0.001
H -2.46 4.30 0.31 0.000
H -3.10 3.44 -1.11 0.000
H -1.02 3.97 -2.36 0.003
H -0.10 5.17 0.29 0.000
H -0.37 6.06 -1.23 0.000
H 0.95 4.86 -1.11 0.000
```

Properties
LUMO (alpha / beta)   -0.02 / -0.02 eV
Frontier orbital gap (alpha / beta)   6.64 / 6.71 eV
HOMO (alpha / beta)   -6.657 / -6.728 eV
Spin multiplicity   5

***

Record 3
ORCA calculation (wB97M-V/def2-TZVPD) on a molecular structure, C34H48AsNOPS4TeV.

XYZ file:
```
92
Properties=species:S:1:pos:R:3:lowdin_spin:R:1
V -1.31 0.39 -0.07 1.115
S -2.64 4.57 1.25 -0.006
As -1.52 2.85 1.56 0.002
S -0.23 2.40 -0.30 0.008
S -2.99 1.05 1.21 0.049
S -0.44 2.45 3.29 0.013
C -2.86 -2.93 -0.01 -0.002
C -1.41 -2.54 0.13 -0.015
O -0.60 -3.30 0.62 -0.023
N -1.07 -1.27 -0.26 -0.132
Te 0.70 -0.86 2.43 -0.001
C 1.75 0.23 3.93 0.000
C 1.44 0.05 5.28 0.000
C 0.37 -0.88 5.79 0.000
C 2.13 0.79 6.24 0.000
C 3.11 1.71 5.90 0.000
C 3.83 2.51 6.94 0.000
C 3.38 1.89 4.55 0.000
C 2.72 1.18 3.56 0.000
C 3.00 1.50 2.12 0.000
C 2.41 -1.98 1.81 0.000
C 3.02 -2.85 2.72 0.000
C 2.49 -3.08 4.11 0.000
C 4.17 -3.55 2.33 0.000
C 4.72 -3.41 1.07 0.000
C 5.95 -4.17 0.66 0.000
C 4.08 -2.55 0.18 0.000
C 2.94 -1.84 0.52 0.000
C 2.31 -0.97 -0.53 0.000
H -3.00 -3.97 0.27 -0.001
H -3.18 -2.78 -1.03 0.000
H -3.47 -2.28 0.63 0.000
H -0.08 -1.47 5.00 0.000
H -0.43 -0.30 6.27 0.000
H 0.78 -1.56 6.54 0.000
H 1.88 0.65 7.29 0.000
H 3.54 2.21 7.95 0.000
H 3.61 3.58 6.83 0.000
H 4.91 2.40 6.85 0.000
H 4.12 2.63 4.25 0.000
H 3.70 2.34 2.05 0.000
H 2.08 1.79 1.61 0.000
H 3.44 0.65 1.60 0.000
H 1.43 -3.32 4.08 0.000
H 2.60 -2.19 4.73 0.000
H 3.02 -3.90 4.59 0.000
H 4.64 -4.22 3.05 0.000
H 6.36 -4.73 1.50 0.000
H 6.73 -3.49 0.31 0.000
H 5.73 -4.87 -0.14 0.000
H 4.49 -2.44 -0.82 0.000
H 2.96 -0.88 -1.40 0.000
H 2.08 0.03 -0.15 0.000
H 1.36 -1.40 -0.85 0.000
C -4.93 0.31 -2.05 0.000
C -3.99 0.09 -3.24 -0.001
C -4.07 -1.39 -3.64 0.000
C -4.51 0.91 -4.43 -0.001
P -2.28 0.66 -2.64 -0.008
C -2.44 2.44 -3.05 -0.001
C -3.20 3.22 -2.18 0.000
C -3.53 4.53 -2.51 0.000
C -3.06 5.10 -3.68 0.000
C -2.27 4.35 -4.53 0.000
C -1.98 3.03 -4.23 -0.001
C -0.97 -0.02 -3.82 -0.001
C -0.68 -1.48 -3.44 0.000
C -1.29 -0.01 -5.32 -0.001
C 0.32 0.77 -3.57 0.001
H -5.93 -0.05 -2.30 0.000
H -5.01 1.37 -1.79 0.000
H -4.59 -0.22 -1.16 0.000
H -5.11 -1.63 -3.85 0.000
H -3.74 -2.06 -2.85 0.000
H -3.49 -1.61 -4.54 0.000
H -5.53 0.59 -4.64 0.000
H -3.92 0.75 -5.33 0.000
H -4.53 1.98 -4.21 0.000
H -3.54 2.82 -1.24 0.001
H -4.11 5.11 -1.80 0.000
H -3.30 6.13 -3.92 0.000
H -1.88 4.78 -5.45 0.000
H -1.38 2.47 -4.93 0.000
H -1.55 -2.13 -3.55 0.000
H -0.33 -1.56 -2.41 0.000
H 0.10 -1.87 -4.10 0.000
H -2.10 -0.70 -5.57 0.000
H -0.40 -0.37 -5.85 0.000
H -1.54 0.96 -5.72 0.000
H 0.54 0.86 -2.50 0.001
H 0.28 1.78 -3.98 0.000
H 1.16 0.25 -4.04 0.000
```

Properties
LUMO (alpha / beta)   2.20 / 2.27 eV
ΔE to the lowest compared entry with this formula, charge and spin   37.1 kJ/mol
Frontier orbital gap (alpha / beta)   6.99 / 7.05 eV
HOMO (alpha / beta)   -4.787 / -4.787 eV
Spin multiplicity   2
Net charge   -1